Entry 1:
The following is a quantum chemistry calculation of a structure of composition C34H53IrN3O2P2Si, from OMol25.

Computed properties:
Spin multiplicity: 6
Calculated total energy (eV): -73962.5157
Total charge: +2
Orbital gap (alpha / beta) (eV): 5.65 / 6.60
HOMO (alpha / beta) (eV): -10.8 / -14.5

Geometry (Å):
Ir: -0.10252 0.25592 -1.07365
C: -3.05575 3.04133 0.11690
C: -3.64912 1.87915 -0.66890
C: -5.07782 1.62618 -0.18923
P: -2.49868 0.41872 -0.62109
C: -3.46312 -0.82352 -1.62943
C: -3.16175 -0.56502 -3.10783
C: -3.28440 -2.29802 -1.27008
C: -2.44956 -0.20936 1.09343
C: -3.57117 -0.74060 1.71445
C: -3.48793 -1.31769 2.97554
C: -2.25574 -1.41006 3.61296
C: -1.12887 -0.86850 3.02996
C: -1.20941 -0.21579 1.78613
N: -0.10390 0.36157 1.18578
C: 0.91920 0.97386 1.84017
C: 0.81517 1.42998 3.17579
C: 1.86722 2.07778 3.78084
C: 3.04711 2.31243 3.07842
C: 3.16116 1.90284 1.75191
C: 2.12020 1.25663 1.11728
P: 2.25867 0.51729 -0.53780
C: 3.47892 1.40363 -1.62748
C: 3.18907 2.90543 -1.67279
C: 4.96017 1.13581 -1.34921
C: 3.16677 -1.04555 -0.07925
C: 3.42351 -1.92483 -1.30440
C: 2.51182 -1.81916 1.06551
H: -3.66084 3.93548 -0.03586
H: -2.03948 3.25608 -0.19595
H: -3.05768 2.81638 1.18480
H: -3.67023 2.14377 -1.73154
H: -5.10926 1.46407 0.88813
H: -5.58229 0.80267 -0.69010
H: -5.66169 2.52352 -0.39712
H: -4.50933 -0.57272 -1.45828
H: -2.10668 -0.73251 -3.33155
H: -3.41446 0.45472 -3.40255
H: -3.74805 -1.24314 -3.72881
H: -2.36034 -2.70285 -1.67738
H: -4.10730 -2.86473 -1.70768
H: -3.30129 -2.47524 -0.19539
H: -4.52612 -0.72748 1.20635
H: -4.37472 -1.72086 3.44490
H: -2.17325 -1.91551 4.56549
H: -0.16394 -0.98069 3.50619
H: -0.11634 1.31410 3.71085
H: 1.76954 2.41658 4.80322
H: 3.87020 2.82210 3.56068
H: 4.08416 2.08975 1.22243
H: 3.24270 0.99120 -2.61430
H: 3.31594 3.36344 -0.69181
H: 2.17500 3.11001 -2.01823
H: 3.88410 3.38742 -2.36125
H: 5.27665 1.50116 -0.37317
H: 5.54381 1.67065 -2.09905
H: 5.22352 0.08355 -1.42777
H: 4.12183 -0.66145 0.28851
H: 2.57196 -2.56721 -1.50785
H: 4.27518 -2.57925 -1.11687
H: 3.63773 -1.34477 -2.20360
H: 1.44699 -1.97998 0.89767
H: 2.62996 -1.29839 2.01600
H: 2.98015 -2.80032 1.15421
C: -0.09613 4.51848 -1.42649
Si: 0.78337 4.49832 0.24926
C: 2.12059 5.79534 0.45986
C: -0.31457 4.39789 1.77741
H: -1.01685 5.10863 -1.39484
H: -0.35366 3.51330 -1.77451
H: 0.54397 4.98025 -2.18075
H: 2.71933 5.92672 -0.44163
H: 2.78941 5.52678 1.27945
H: 1.68109 6.76556 0.71194
H: -1.09941 5.16152 1.75617
H: 0.28754 4.57173 2.67083
H: -0.80097 3.43003 1.88323
O: -1.56687 -5.85183 2.15857
C: -0.69754 -6.51950 1.26548
N: -0.62303 -5.69263 0.08599
C: 0.52971 -5.15018 -0.36104
O: 1.63851 -5.39582 0.06298
C: 0.38248 -4.11465 -1.44941
C: 0.79846 -4.33043 -2.75699
C: 0.79483 -3.25987 -3.64010
C: 0.43975 -2.00731 -3.18009
N: 0.04240 -1.79899 -1.91862
C: -0.01484 -2.84377 -1.08445
H: -1.77770 -6.44201 2.89034
H: -1.08178 -7.50835 1.00605
H: 0.31427 -6.60979 1.66102
H: -1.50061 -5.41689 -0.32604
H: 1.12681 -5.31151 -3.07480
H: 1.08647 -3.39349 -4.67209
H: 0.46885 -1.14009 -3.82865
H: -0.38929 -2.64747 -0.08537


Entry 2:
The following is a quantum chemistry calculation of a structure of composition C34H54BMgN8O, from OMol25.

Computed properties:
Calculated total energy (eV): -56223.7165
Total charge: +1
Orbital gap (eV): 8.06
HOMO (eV): -11.0

Geometry (Å):
Mg: 0.34391 0.50857 0.01902
C: 1.93646 5.49800 0.57905
C: 1.23620 4.47271 -0.23289
C: 0.43599 4.65255 -1.40136
C: 0.07468 3.39178 -1.79259
N: 0.47388 2.44291 -0.91227
N: 1.36490 3.14164 -0.00799
B: 2.42063 2.45011 0.85178
N: 3.02181 1.26872 -0.03938
N: 2.22068 0.17753 -0.56754
C: 3.06963 -0.56357 -1.31902
C: 4.36347 -0.06418 -1.28005
C: 4.25089 1.12519 -0.50798
C: 5.33565 2.09960 -0.18370
C: 2.55012 -1.78794 -2.05778
C: 2.89575 -1.58563 -3.54562
C: 1.05166 -1.86770 -1.79259
C: 3.31945 -2.91944 -1.39228
N: 1.79527 1.82144 2.11755
N: 1.15485 0.51239 1.95934
C: 1.08065 -0.01206 3.17758
C: 1.52481 0.90035 4.12496
C: 1.96556 2.07367 3.43481
C: 2.42046 3.40872 4.00615
C: 0.56960 -1.41432 3.53185
C: -0.87488 -1.37768 4.08203
C: 1.49104 -2.10599 4.56612
C: 0.62684 -2.15745 2.19613
C: -0.70588 3.07327 -3.05615
C: -2.12716 3.60497 -2.91173
C: 0.12996 3.81046 -4.18319
C: -0.68747 1.55718 -3.21403
H: 1.38954 6.46573 0.51921
H: 2.95206 5.66950 0.23044
H: 1.99305 5.21687 1.65903
H: 0.31627 5.63696 -1.85830
H: 3.27040 3.22815 1.27782
H: 5.21204 -0.54265 -1.72543
H: 6.21791 1.65118 -0.67609
H: 5.60524 2.24683 0.90041
H: 5.12562 3.10564 -0.56929
H: 2.34583 -0.77939 -3.97164
H: 2.66673 -2.49658 -4.13450
H: 3.96596 -1.33618 -3.56190
H: 0.44298 -1.08952 -2.27323
H: 0.77538 -1.85993 -0.69655
H: 0.62812 -2.77745 -2.16770
H: 4.42452 -2.85842 -1.58795
H: 2.98506 -3.90659 -1.73715
H: 3.13416 -2.93136 -0.26746
H: 1.59402 0.69861 5.18208
H: 3.43159 3.25422 4.42465
H: 1.77367 3.68307 4.84156
H: 2.43810 4.18616 3.20719
H: -0.97922 -0.50286 4.79301
H: -1.08637 -2.32276 4.63508
H: -1.59666 -1.30822 3.24426
H: 1.42301 -1.67728 5.56284
H: 2.54891 -2.02316 4.24333
H: 1.18568 -3.19953 4.63385
H: 0.15700 -1.63233 1.33876
H: 0.07234 -3.09513 2.26182
H: 1.68363 -2.40017 1.94543
H: -2.18873 4.69212 -2.73793
H: -2.66767 3.18862 -2.06030
H: -2.68200 3.33617 -3.81589
H: 0.40585 4.88891 -3.94235
H: -0.42216 3.85612 -5.12996
H: 1.04268 3.20426 -4.40396
H: -1.30805 1.04722 -2.46649
H: 0.29981 1.07870 -3.07257
H: -1.07801 1.31287 -4.20340
C: -5.20350 -5.10856 -1.80773
C: -5.35883 -4.65262 -0.35639
N: -4.50105 -3.54917 0.04037
C: -3.85973 -3.66095 1.33982
C: -2.63969 -4.59963 1.31785
C: -4.78860 -2.29281 -0.47539
O: -5.76524 -2.11598 -1.17214
C: -3.86473 -1.10547 -0.34133
C: -4.43219 0.22790 -0.48482
C: -3.67711 1.37789 -0.27592
C: -2.33665 1.26292 -0.07997
N: -1.74942 0.02319 -0.09687
C: -2.48525 -1.11497 -0.15440
H: -5.83900 -5.99796 -1.93073
H: -4.15213 -5.28953 -2.09947
H: -5.65128 -4.31114 -2.43624
H: -5.09590 -5.42223 0.41440
H: -6.40551 -4.29613 -0.19193
H: -4.57047 -4.03742 2.07298
H: -3.64954 -2.61561 1.66472
H: -2.92563 -5.65040 1.40891
H: -1.97001 -4.38301 2.14554
H: -2.08932 -4.47409 0.36457
H: -5.47990 0.29239 -0.70199
H: -4.13287 2.36937 -0.21555
H: -1.68297 2.12637 -0.02150
H: -1.92122 -2.04649 -0.01573


Entry 3:
The following is a quantum chemistry calculation of a structure of composition C34H54Br2F24O4Si2, from OMol25.

Computed properties:
Calculated total energy (eV): -265388.1772
Total charge: 0
Orbital gap (eV): 10.14
HOMO (eV): -9.8

Geometry (Å):
C: -2.76543 3.70521 10.98110
C: -3.73105 4.52475 10.11866
C: -4.36917 3.72645 8.98774
C: -3.36898 3.24506 7.92975
C: -4.07896 2.43922 6.83563
C: -3.28305 2.34140 5.52984
C: -3.64135 1.10589 4.70457
C: -2.80522 0.96960 3.43845
C: -3.09506 -0.32743 2.65283
C: -1.83492 -1.07551 2.18820
C: -1.26254 -0.57584 0.84217
C: -0.72543 -1.71409 -0.05263
C: 0.65083 -1.43268 -0.66603
C: 0.60972 -0.50662 -1.90040
C: 1.21952 -1.11527 -3.17723
C: 2.61205 -0.55804 -3.54437
Si: 2.62937 0.55440 -5.05157
C: 3.30942 -0.38919 -6.53110
C: 3.99154 0.41970 -7.63574
C: 3.22064 1.66734 -8.08298
Br: 5.81875 0.90179 -7.11830
O: 3.61053 1.87867 -4.72911
Si: 2.96803 3.21979 -4.04012
Br: 2.48601 4.70459 -5.64919
H: -1.76136 3.66580 10.55679
H: -3.12596 2.67718 11.08203
H: -2.71496 4.11990 11.98880
H: -4.53537 4.88479 10.76927
H: -3.24177 5.42004 9.72682
H: -4.90012 2.85581 9.38567
H: -5.10221 4.36053 8.47656
H: -2.85738 4.10725 7.49371
H: -2.62068 2.62373 8.42874
H: -5.02335 2.95037 6.62351
H: -4.31782 1.44813 7.23135
H: -2.20627 2.38960 5.71403
H: -3.54421 3.21408 4.92022
H: -3.57387 0.20537 5.32437
H: -4.69457 1.20408 4.41438
H: -1.73942 1.02145 3.67994
H: -3.04196 1.82601 2.79885
H: -3.67948 -1.00063 3.28544
H: -3.69468 -0.09584 1.76948
H: -2.09009 -2.13467 2.09668
H: -1.07102 -0.99333 2.96662
H: -2.08345 -0.08168 0.31828
H: -0.47115 0.14823 1.04516
H: -1.45005 -1.89951 -0.85064
H: -0.64540 -2.63697 0.52806
H: 1.08881 -2.39661 -0.94407
H: 1.29992 -1.03287 0.11876
H: 1.09749 0.44177 -1.66168
H: -0.44056 -0.28463 -2.10801
H: 0.52442 -1.00421 -4.00837
H: 1.31474 -2.19343 -3.01971
H: 3.03211 0.00861 -2.70820
H: 3.31557 -1.36828 -3.74077
H: 1.26700 1.02800 -5.38326
H: 2.53327 -1.01382 -6.98476
H: 4.05155 -1.09399 -6.13842
H: 4.13317 -0.22818 -8.49812
H: 3.68476 2.58167 -7.71961
H: 2.17502 1.62820 -7.77384
H: 3.23128 1.72732 -9.17334
H: 3.98856 3.85132 -3.19580
H: 1.73224 2.91527 -3.30086
C: -3.46780 -2.85480 -5.32815
C: -2.15738 -2.05385 -5.31003
C: -2.05693 -0.80915 -6.20057
F: -2.24312 -1.11507 -7.49811
F: -0.81663 -0.27291 -6.08311
F: -1.11153 -2.87409 -5.54454
F: -2.03877 -1.58155 -4.03183
O: -3.53850 -4.01564 -6.13902
C: -3.88390 -3.97694 -7.46656
C: -2.74779 -4.47314 -8.37515
F: -1.61797 -3.76895 -8.16618
F: -3.12462 -4.31289 -9.66158
F: -4.33259 -2.76573 -7.83931
F: -4.89812 -4.85443 -7.63866
H: -3.55262 -3.24869 -4.31653
H: -4.32609 -2.20048 -5.48530
H: -2.79571 -0.06378 -5.89497
H: -2.55368 -5.53020 -8.18051
C: 1.92500 3.63926 6.77198
C: 0.74205 3.98022 7.69321
C: 0.21284 5.41805 7.68266
F: 1.15990 6.29897 8.05513
F: -0.81122 5.50575 8.56149
F: 1.00828 3.58789 8.95517
F: -0.29699 3.21874 7.23493
O: 3.23264 3.61279 7.31849
C: 4.02692 4.72542 7.41272
C: 4.36686 5.07675 8.86941
F: 3.25176 5.25134 9.60116
F: 5.07330 6.22978 8.87875
F: 3.51411 5.77740 6.74934
F: 5.20841 4.41823 6.82782
H: 1.74914 2.60203 6.49191
H: 1.88737 4.22457 5.85226
H: -0.15162 5.68009 6.68539
H: 4.96644 4.27810 9.31033
C: 3.22202 -4.70823 -4.21321
C: 3.32446 -6.04008 -3.45542
C: 4.13939 -7.17201 -4.09061
F: 3.63554 -7.53627 -5.28546
F: 4.09615 -8.24337 -3.26800
F: 2.09344 -6.48047 -3.12392
F: 3.98626 -5.74956 -2.29564
O: 2.06611 -4.45937 -4.99520
C: 1.94812 -4.87117 -6.29877
C: 0.82135 -5.89789 -6.46491
F: 1.00703 -6.95742 -5.65756
F: 0.80738 -6.33380 -7.74654
F: 3.12156 -5.30856 -6.79124
F: 1.58220 -3.79036 -7.02550
H: 3.16051 -3.96143 -3.42414
H: 4.13608 -4.50291 -4.77249
H: 5.18104 -6.86461 -4.21677
H: -0.13811 -5.43059 -6.23090